{
  "formula": "C20H41InN2P3S",
  "method": "ωB97M-V/def2-TZVPD",
  "symbols": ["In", "S", "P", "P", "P", "N", "N", "C", "C", "C", "C", "C", "C", "C", "C", "C", "C", "C", "C", "C", "C", "C", "C", "C", "C", "C", "C", "H", "H", "H", "H", "H", "H", "H", "H", "H", "H", "H", "H", "H", "H", "H", "H", "H", "H", "H", "H", "H", "H", "H", "H", "H", "H", "H", "H", "H", "H", "H", "H", "H", "H", "H", "H", "H", "H", "H", "H", "H"],
  "positions_angstrom": [[0.28989, -0.57738, 0.22912], [1.48458, -1.60663, -1.74563], [2.38012, 1.05564, 0.59307], [-2.24323, -0.92438, 0.16560], [-0.65998, 2.08485, 2.06595], [0.61489, -1.74500, 2.07117], [0.49233, -2.08689, 4.17463], [3.17849, 0.98883, 2.21344], [-0.81323, -1.82150, -3.25839], [-2.21301, 1.89027, 3.00668], [0.21185, -1.00051, -2.89893], [-3.15688, -1.03851, 1.72126], [0.42873, 0.31717, -3.40969], [3.78303, 0.53997, -0.42853], [1.93160, -2.22038, -4.94726], [0.26800, 2.89054, 3.42804], [-1.12429, 3.61264, 1.12632], [0.37289, -1.13945, 3.23865], [2.38626, 2.83088, 0.29407], [-3.02618, -2.29141, -0.74499], [0.86141, -3.11435, 2.24894], [-1.55028, -0.05192, -4.70343], [2.27586, -2.97277, -3.86166], [-1.67400, -1.35172, -4.21452], [0.78997, -3.31491, 3.60906], [-0.56865, 0.84454, -4.18674], [-3.03538, 0.51709, -0.55469], [3.34978, -2.96749, -3.66195], [3.35130, -0.02804, 2.53792], [1.39575, -0.17242, -1.61042], [2.63905, 1.53122, 2.98384], [-3.28014, -1.93457, -1.75346], [0.36927, -1.87612, 5.13529], [-3.99936, -0.33702, 1.68734], [0.58342, 2.14767, 4.15989], [-2.92126, 1.40681, 0.07184], [0.14008, -0.07272, 3.35613], [-2.52231, -1.94174, -4.50116], [-1.42805, 4.34587, 1.86596], [-0.35260, 1.82054, -4.69293], [1.42925, 0.79148, -3.39638], [4.51133, 1.35927, -0.38843], [3.42785, 3.09024, 0.07341], [-2.32048, 2.82174, 3.56251], [1.57597, -3.73718, -3.41452], [-4.10768, 0.28420, -0.64646], [4.15038, 1.45353, 2.08278], [-2.23319, 0.23325, -5.49014], [-3.55476, -2.05114, 1.82804], [4.25174, -0.36611, -0.03114], [1.77809, 3.09779, -0.57530], [3.47432, 0.40198, -1.46902], [-2.57304, -0.81991, 2.61705], [1.02957, -2.28521, -5.58116], [-0.81971, -2.83404, -2.93017], [-2.13819, 1.06211, 3.71051], [-1.96364, 3.40842, 0.46267], [-3.96578, -2.57884, -0.22734], [-2.63650, 0.73168, -1.55164], [-0.27574, 3.99515, 0.56502], [1.11583, 3.46966, 3.08775], [0.93364, -4.22695, 4.10727], [-2.37119, -3.16554, -0.82419], [-3.07952, 1.77421, 2.35659], [-0.45064, 3.56210, 3.88850], [1.04808, -3.74304, 1.36678], [2.68798, -1.40300, -5.14087], [2.06635, 3.43743, 1.14803]],
  "forces_ev_per_angstrom": [[-0.1, 0.3, 1.8], [-0.6, 2.4, -0.2], [0.8, 0.0, 0.3], [-1.4, 0.2, -0.2], [-0.5, 0.7, -0.3], [-0.2, 0.6, -1.1], [0.0, -0.2, -0.3], [-0.3, -0.2, 0.3], [0.5, 0.2, -0.1], [0.0, 0.0, 0.0], [0.9, 0.7, -0.1], [0.2, -0.2, 1.1], [0.1, -1.3, 0.6], [0.1, -0.1, -0.4], [1.2, 0.4, 1.1], [0.0, -0.4, -0.1], [0.2, -0.7, 0.1], [0.6, -1.4, -0.9], [-0.5, 0.7, -0.4], [0.0, -0.4, -0.5], [-0.3, 1.6, 0.7], [0.0, 0.5, 0.8], [-0.9, -0.4, -2.1], [-0.8, 1.1, -0.3], [-0.1, 1.0, -1.7], [0.1, -0.1, -2.6], [-0.1, 0.5, -0.6], [-0.5, 0.0, 0.8], [0.0, -0.3, 0.1], [1.5, -1.6, 0.1], [-0.1, 0.0, 0.0], [0.2, -0.2, 0.3], [0.0, -0.2, 1.1], [0.2, -0.2, -0.1], [0.1, 0.1, 0.2], [0.0, -0.2, -0.1], [0.2, -0.8, 0.2], [-0.1, -0.4, -0.5], [-0.1, 0.2, 0.0], [-0.7, -0.9, 0.6], [-0.8, -0.1, 0.5], [0.0, -0.3, 0.0], [-0.2, 0.0, 0.1], [-0.3, -0.1, 0.1], [1.1, 0.5, -0.7], [0.3, 0.1, 0.0], [0.2, 0.2, 0.0], [0.0, 0.4, 0.1], [0.1, 0.1, 0.0], [-0.1, 0.0, -0.2], [0.1, 0.1, 0.1], [0.4, 0.0, 0.1], [0.0, 0.0, -0.1], [0.4, 0.1, 0.8], [-0.3, -0.6, 0.4], [-0.2, 0.0, 0.1], [0.1, 0.1, -0.1], [0.6, 0.2, -0.3], [-0.1, 0.0, 0.1], [-0.1, 0.1, -0.1], [0.2, 0.0, 0.0], [0.1, -0.7, 1.0], [-0.2, 0.1, 0.0], [0.0, -0.1, 0.1], [0.1, 0.2, 0.2], [0.0, 0.2, 0.9], [-0.9, -1.2, -0.6], [0.0, -0.3, -0.2]],
  "total_charge": 3,
  "e_lumo_ev": -9.653,
  "relative_energy_ev": 0.859,
  "homo_ev": -16.792
}

***

{
  "formula": "C20H41MnN2OP3",
  "method": "ωB97M-V/def2-TZVPD",
  "symbols": ["Mn", "P", "P", "P", "O", "N", "N", "C", "C", "C", "C", "C", "C", "C", "C", "C", "C", "C", "C", "C", "C", "C", "C", "C", "C", "C", "C", "H", "H", "H", "H", "H", "H", "H", "H", "H", "H", "H", "H", "H", "H", "H", "H", "H", "H", "H", "H", "H", "H", "H", "H", "H", "H", "H", "H", "H", "H", "H", "H", "H", "H", "H", "H", "H", "H", "H", "H", "H"],
  "positions_angstrom": [[2.99783, -2.86650, -0.41994], [1.07768, -3.82941, 0.44354], [-0.38239, 3.51577, -0.03424], [-1.57959, 0.63952, 2.15649], [-0.96831, 0.50595, -1.18326], [3.06466, -1.11258, 0.66944], [4.12661, 0.06461, 2.19437], [-1.26862, 0.47122, -2.43181], [0.80617, -5.55949, 0.00711], [1.34132, -3.69744, 2.25409], [-1.54480, 2.13480, 3.18173], [2.29960, 0.03037, 0.92275], [-2.22394, 3.63576, -0.11822], [-1.00643, 1.10894, -4.80882], [4.14014, -1.07795, 1.46906], [-0.61899, -0.58537, 3.04457], [-2.91908, -0.14332, -4.15757], [3.52291, -2.08690, -2.15276], [-3.30365, 0.09184, 2.11098], [-0.54820, 1.15220, -3.50073], [2.07865, -2.44444, -2.18039], [-2.43409, -0.26724, -2.87460], [-0.30507, 4.79950, 1.30607], [2.93178, 0.73456, 1.91388], [-2.20394, 0.48907, -5.17562], [-0.43313, -2.89719, -0.03144], [-0.00773, 4.46159, -1.58977], [2.70039, 1.68789, 2.35462], [-0.59897, 2.20960, 3.73445], [1.75579, -3.25177, -2.85333], [0.47441, -6.11694, 0.89483], [0.02875, 5.53678, -1.36469], [-1.68464, 3.06027, 2.61880], [0.85598, -2.81379, 2.69018], [-2.58790, 2.93500, -0.87591], [0.44845, -0.35088, 2.98041], [0.04472, -5.57961, -0.78194], [-2.98587, -0.88206, -2.15275], [4.25909, -2.74413, -2.62606], [-3.85421, 0.62808, 1.32330], [2.40362, -3.61121, 2.53271], [1.25540, -1.71428, -2.08290], [1.71558, -6.02762, -0.38827], [-2.49025, 4.67095, -0.37853], [0.96933, 4.12402, -1.97651], [0.35829, 1.68851, -3.21662], [-1.00350, 0.59745, 0.81203], [-3.32007, -0.98632, 1.90591], [4.86403, 0.34725, 2.84019], [-2.60529, 0.57115, -6.18637], [-1.32939, -3.44812, 0.30973], [-0.47103, -2.78981, -1.12946], [4.94249, -1.79835, 1.40449], [-0.42513, 1.61798, -5.56520], [-2.35853, 2.09873, 3.91816], [-2.66024, 3.38355, 0.85694], [3.84169, -1.06188, -1.94744], [1.37379, 0.17973, 0.36272], [-0.92468, -0.57906, 4.09561], [0.95466, -4.59063, 2.76251], [-0.35540, 5.81422, 0.89489], [-1.14224, 4.68270, 2.00682], [-0.76708, 4.24956, -2.36298], [-3.77366, 0.28722, 3.08524], [-0.43977, -1.87417, 0.38400], [-0.82053, -1.56232, 2.59713], [-3.90844, -0.52205, -4.37234], [0.62097, 4.66648, 1.88072]],
  "forces_ev_per_angstrom": [[0.4, 0.6, 1.6], [-1.1, 0.1, -0.3], [-0.6, 0.4, 0.4], [-0.2, 0.0, -0.2], [0.2, -0.3, -1.8], [0.6, -0.3, 0.7], [-0.6, -0.8, -0.2], [-0.2, -0.4, 0.6], [0.0, -0.2, -0.1], [0.2, 0.1, 0.4], [0.3, 0.4, -0.1], [0.5, -0.7, 0.3], [0.1, -0.3, -0.3], [1.0, 0.5, 0.4], [-0.6, 1.5, -0.4], [-0.1, -0.1, 0.3], [-0.6, -0.5, 0.4], [-2.7, -0.1, -1.5], [0.1, -0.1, -0.3], [-0.1, -0.2, 0.1], [1.6, 0.3, -1.2], [-0.5, 0.0, 0.0], [0.7, 0.1, 0.1], [0.6, -0.2, -0.7], [-0.1, 0.4, 0.5], [-0.1, 0.0, 0.1], [0.4, -0.3, 0.1], [0.0, 0.0, 0.1], [-0.2, -0.1, -0.3], [0.4, 0.0, 0.5], [0.0, 0.1, -0.3], [0.0, -0.3, -0.3], [0.1, -0.4, 0.0], [0.1, -0.2, -0.4], [-0.2, 0.2, 0.1], [-0.2, 0.0, 0.0], [0.1, -0.1, 0.2], [0.2, 0.5, -0.2], [-0.2, 0.0, 0.0], [0.2, -0.2, 0.3], [-0.2, -0.2, -0.2], [0.8, 0.0, 0.3], [-0.2, 0.1, 0.2], [-0.1, -0.4, 0.1], [-0.4, 0.4, 0.1], [-0.2, 0.0, -0.2], [-0.7, 0.7, 1.1], [-0.1, 0.3, 0.0], [-0.4, 0.0, -0.2], [0.2, -0.1, 0.3], [0.4, 0.2, -0.1], [0.0, -0.2, 0.5], [0.2, 0.2, 0.4], [0.0, 0.0, 0.0], [0.1, -0.3, -0.2], [-0.1, 0.1, -0.3], [-0.1, -0.3, 0.1], [0.4, 0.3, 0.3], [0.1, -0.2, -0.1], [0.0, 0.1, -0.2], [0.1, -0.2, 0.2], [0.2, 0.2, -0.3], [0.3, 0.1, 0.4], [0.2, -0.1, -0.3], [0.1, -0.5, -0.1], [0.0, 0.1, 0.2], [0.1, -0.4, -0.1], [-0.2, 0.4, -0.1]],
  "total_charge": 3,
  "e_lumo_ev": [-11.835, -9.629],
  "relative_energy_ev": 0.000,
  "homo_ev": [-15.214, -15.211],
  "multiplicity": 5
}

***

{
  "formula": "C20H41N2OP3Tm",
  "method": "ωB97M-V/def2-TZVPD",
  "symbols": ["Tm", "P", "P", "P", "O", "N", "N", "C", "C", "C", "C", "C", "C", "C", "C", "C", "C", "C", "C", "C", "C", "C", "C", "C", "C", "C", "C", "H", "H", "H", "H", "H", "H", "H", "H", "H", "H", "H", "H", "H", "H", "H", "H", "H", "H", "H", "H", "H", "H", "H", "H", "H", "H", "H", "H", "H", "H", "H", "H", "H", "H", "H", "H", "H", "H", "H", "H", "H"],
  "positions_angstrom": [[-0.95584, -1.11103, 0.38708], [1.09889, 1.76975, 1.81223], [-1.63683, -1.76757, -1.98774], [-1.28926, 1.75926, -0.81662], [2.16411, -0.13726, -0.70850], [-2.28362, -0.38933, 1.80649], [-4.43919, -0.47138, 2.09285], [5.12942, -1.77304, 1.28405], [-3.48286, -1.61531, -2.06752], [-2.59936, 0.67975, 2.64103], [0.53468, 3.18939, 2.85407], [2.15475, 2.66789, 0.58953], [2.41717, 1.16874, 2.93114], [6.04795, -1.80437, 0.15880], [0.49116, -3.06737, 0.42360], [-0.33148, 2.48528, -2.20378], [-1.07320, -0.85857, -3.48976], [5.48211, -1.46451, -1.08844], [4.17815, -1.04677, -1.18125], [3.73938, -1.45253, 1.11523], [-1.30726, -3.54282, -2.50250], [-2.97745, 1.75223, -1.55253], [-3.41063, -1.05222, 1.48443], [-3.95260, 0.62689, 2.83179], [-1.50738, 3.29246, 0.17118], [3.32584, -0.94403, -0.12798], [-0.73334, -3.23229, 1.11778], [2.14315, 0.20032, 3.36270], [3.12375, 2.91961, 1.03337], [-0.50742, 3.00787, 3.14618], [-1.70786, -3.55934, 0.68936], [1.67446, 3.59073, 0.25152], [-2.99833, 1.20387, -2.49973], [7.08044, -2.20255, -0.01398], [-1.68228, -0.01462, -3.87036], [-1.97485, 2.98667, 1.11184], [5.48063, -2.10542, 2.29399], [-2.16821, 4.01799, -0.32980], [-0.10647, 1.70967, -2.94477], [-3.47288, -1.98626, 0.90035], [-1.63166, -3.45788, -3.54338], [1.15052, 3.22942, 3.75869], [-3.67471, 1.27134, -0.85594], [-0.87004, -2.87983, 2.18639], [-1.07455, -1.66790, -4.23578], [2.37345, 2.04283, -0.28961], [-0.33250, -4.07919, -2.48628], [3.34870, 1.06721, 2.36002], [3.58483, -0.66848, -1.99780], [-0.55724, 3.79240, 0.39035], [3.11124, -1.62148, 2.01076], [-3.98767, -0.65785, -1.82112], [-3.74266, -1.88272, -3.10218], [-3.32406, 2.78174, -1.72563], [0.60265, 2.91090, -1.81452], [5.99117, -1.60367, -2.04995], [0.66385, -3.14818, -0.69768], [-1.82043, 1.26922, 3.09047], [2.54037, 0.45888, -1.55539], [-1.97932, -4.23395, -1.97606], [1.50267, -3.09883, 0.85028], [-0.91320, 3.28128, -2.69214], [-5.33886, -0.94022, 2.21005], [-0.03661, -0.49593, -3.36013], [2.54994, 1.89399, 3.74282], [-4.52114, 1.21112, 3.51995], [-3.88750, -2.36343, -1.36976], [0.60534, 4.15942, 2.34823]],
  "forces_ev_per_angstrom": [[2.8, 5.9, -0.7], [0.6, 0.2, 0.0], [-0.8, -0.3, -2.2], [-0.5, 0.8, -0.8], [0.3, 0.3, 0.1], [-1.3, 0.3, 0.6], [0.1, 0.5, 0.9], [0.8, -0.8, -1.1], [-0.2, -0.6, 0.0], [-1.1, -1.4, -0.5], [-0.6, -0.1, 0.1], [0.1, -0.1, -0.6], [0.2, -0.5, 0.1], [-1.6, -0.1, -0.7], [-1.3, -3.0, 0.3], [0.2, -0.4, -0.1], [0.6, -0.1, -0.2], [0.2, -0.6, -0.4], [0.1, 0.3, 0.0], [0.2, 0.4, 0.9], [-0.7, -0.1, -0.1], [-0.2, -0.1, 0.0], [0.1, 0.4, 0.8], [0.6, -0.8, -0.2], [0.0, -0.2, 0.7], [-0.2, 1.2, -1.4], [3.1, -1.0, 0.0], [0.2, 0.2, 0.1], [-0.3, 0.1, 0.1], [0.2, 0.4, 0.1], [0.7, 0.4, -0.5], [0.1, -0.1, 0.1], [0.0, 0.1, 0.2], [-0.9, 0.5, 1.5], [0.1, -0.6, 0.6], [0.0, 0.4, 0.0], [-0.5, 0.3, -1.1], [0.3, -0.4, 0.0], [0.1, 0.3, 0.1], [-0.2, 0.6, 0.3], [0.0, -0.7, 0.0], [-0.3, 0.1, -0.2], [0.0, 0.1, -0.1], [0.7, -1.1, -0.7], [0.1, 0.6, -0.1], [-0.2, 0.3, 0.5], [-0.2, 1.2, 0.1], [-0.2, -0.1, 0.3], [1.6, -0.6, -1.5], [-0.2, -0.3, 0.0], [0.3, 0.6, -0.7], [0.9, -0.4, -0.2], [-0.3, -0.1, 0.3], [0.1, -0.4, 0.0], [-0.2, -0.2, -0.2], [0.3, 0.2, 0.7], [-1.0, -0.2, 1.2], [-0.1, 0.2, -0.1], [-1.2, -2.6, 3.6], [-0.1, 0.3, -0.1], [-0.6, 0.9, 0.8], [0.1, -0.2, 0.2], [0.0, 0.6, -0.1], [-0.4, -0.3, -0.1], [0.2, -0.3, -0.2], [-0.7, 0.1, 0.0], [-0.1, 0.0, -0.4], [-0.1, -0.3, 0.0]],
  "total_charge": 3,
  "e_lumo_ev": [-11.246, -11.241],
  "homo_ev": [-16.207, -16.207],
  "multiplicity": 3
}

***

no.,electronic energy (Eh)
1,-2507.537360
2,-3145.392160
3,-3079.543971